# C22H20Cl2N4O2RuSe2

A structure of composition C22H20Cl2N4O2RuSe2 (wB97M-V/def2-TZVPD, OMol25).

Computed properties:
* multiplicity: 2
* total charge: +1
* Kohn-Sham gap (spin up / spin down): 7.161 / 5.867 eV
* LUMO (spin up / spin down): -3.1 / -4.8 eV
* relative energy (zero: lowest compared OMol25 entry of this formula, charge and spin): 0.0 kcal per mole
* HOMO energy (spin up / spin down): -10.27 / -10.63 eV

Geometry as XYZ:
```
53
C22H20Cl2N4O2RuSe2 wB97M-V/def2-TZVPD
Ru 0.23106 0.14066 -0.11870
Cl -5.88449 -2.59929 -1.38202
C -4.28201 -2.37568 -0.78574
C -3.51869 -1.34962 -1.32132
C -2.22603 -1.14741 -0.85249
N -1.30519 -0.18715 -1.31272
C -1.55544 0.71396 -2.31315
O -2.50132 0.72126 -3.06935
C -0.48484 1.77394 -2.42697
C -0.56048 2.70117 -3.44932
C 0.44471 3.64517 -3.57593
C 1.49947 3.62081 -2.67791
C 1.49721 2.66838 -1.67527
N 0.51925 1.76769 -1.53815
C -1.71225 -1.96858 0.17123
C -2.47136 -3.01018 0.67942
C -3.75916 -3.20758 0.20172
Cl -4.69134 -4.49282 0.86852
N -0.39147 -1.65988 0.52627
C 0.53979 -2.60465 0.80444
O 0.40400 -3.68270 1.33892
C 1.88198 -2.20571 0.19191
C 2.98622 -3.02300 0.28845
C 4.13508 -2.68390 -0.41365
C 4.13535 -1.53818 -1.19211
C 2.99445 -0.75699 -1.23002
N 1.89231 -1.08108 -0.55177
H -3.93046 -0.73666 -2.10594
H -1.40321 2.64848 -4.12412
H 0.41060 4.38235 -4.36680
H 2.31573 4.32613 -2.74387
H 2.30432 2.61801 -0.95360
H -2.07176 -3.65921 1.44385
H 2.90695 -3.91954 0.88859
H 5.01445 -3.31229 -0.36363
H 5.00353 -1.24549 -1.76525
H 2.94436 0.15147 -1.81583
C 1.61795 0.13407 3.20740
Se 1.87304 1.10130 1.54756
C 0.95885 2.76782 1.97820
C -0.48623 2.57777 2.37813
Se -1.48683 1.45422 1.11680
C -2.26801 0.26119 2.43888
H 2.23785 0.58732 3.97645
H 1.95280 -0.88369 3.01800
H 0.57391 0.12454 3.50415
H 1.03519 3.34630 1.05657
H 1.52752 3.29015 2.74618
H -0.99986 3.53711 2.41649
H -0.58086 2.10909 3.35569
H -2.72688 0.88362 3.20254
H -1.50854 -0.39949 2.84678
H -3.03128 -0.32321 1.93252
```

Results of the Mulliken charge analysis, in e, for atoms 1 through 2: Ru -0.58; Cl -0.18

=====

# C22H20Cl3CoN5O

A structure of composition C22H20Cl3CoN5O (wB97M-V/def2-TZVPD, OMol25).

Computed properties:
* multiplicity: 2
* total charge: +2
* Kohn-Sham gap (spin up / spin down): 8.828 / 9.974 eV
* LUMO (spin up / spin down): -6.0 / -5.5 eV
* relative energy (zero: lowest compared OMol25 entry of this formula, charge and spin): 3.6 kcal per mole
* HOMO energy (spin up / spin down): -14.86 / -15.44 eV

Geometry as XYZ:
```
52
C22H20Cl3CoN5O wB97M-V/def2-TZVPD
Co -0.24171 0.36860 0.46218
C 0.80576 -0.83982 -2.12515
C 1.95802 0.14724 -1.98464
C 1.55501 1.56253 -1.65438
C 2.05307 2.60947 -2.42188
C 1.71181 3.91607 -2.12816
C 0.86476 4.15720 -1.05662
C 0.39524 3.07489 -0.34614
N 0.72210 1.80170 -0.62556
N 0.23851 -1.31070 -0.84302
C -0.94147 -2.14115 -1.10689
C -1.77136 -2.29479 0.14222
C -2.63057 -3.37264 0.28423
C -3.49819 -3.40558 1.36294
C -3.48443 -2.34633 2.25705
C -2.57833 -1.32395 2.05281
N -1.71330 -1.29658 1.03244
C 1.18481 -2.13868 -0.06215
C 2.05887 -1.29172 0.80631
C 3.32502 -1.67777 1.21589
C 4.07041 -0.81937 2.00177
C 3.53389 0.41858 2.33521
C 2.26895 0.73022 1.89430
N 1.52369 -0.11813 1.16008
H 1.13397 -1.70373 -2.71477
H -0.01091 -0.36530 -2.67255
H 2.48527 0.16914 -2.93799
H 2.69532 -0.20247 -1.25905
H 2.71103 2.38567 -3.25006
H 2.09759 4.73181 -2.72438
H 0.57143 5.15784 -0.77463
H -0.27178 3.21946 0.49550
H -0.65244 -3.12610 -1.49021
H -1.54187 -1.66225 -1.88371
H -2.62503 -4.16483 -0.45248
H -4.17896 -4.23495 1.49806
H -4.15425 -2.31314 3.10395
H -2.54811 -0.49341 2.74583
H 1.77298 -2.79162 -0.71482
H 0.59920 -2.78681 0.59437
H 3.71814 -2.63531 0.90280
H 5.06079 -1.09863 2.33465
H 4.08563 1.13326 2.92809
H 1.82829 1.69105 2.12190
Cl -4.78387 2.82847 0.74694
C -4.17759 2.28093 -0.82051
Cl -5.26806 1.11592 -1.56556
Cl -3.84409 3.63826 -1.88812
C -2.89959 1.58569 -0.55544
N -1.91998 1.02868 -0.36782
O -0.68523 1.12078 3.53181
C -0.60843 1.08232 2.41536
```

Results of the Mulliken charge analysis, in e, for atoms 1 through 2: Co 0.21; C -1.21

=====

# C22H20ClNRu

A structure of composition C22H20ClNRu at a distorted geometry (wB97M-V/def2-TZVPD, OMol25).

Computed properties:
* multiplicity: 5
* Kohn-Sham gap (spin up / spin down): 6.053 / 5.680 eV
* LUMO (spin up / spin down): -0.4 / -2.1 eV
* relative energy (zero: lowest compared OMol25 entry of this formula, charge and spin): 0.0 kcal per mole
* HOMO energy (spin up / spin down): -6.49 / -7.75 eV

Geometry as XYZ:
```
45
C22H20ClNRu wB97M-V/def2-TZVPD
C -2.20639 -1.85038 -1.44914
C -1.57499 -2.04188 -2.69684
C -1.34239 -0.76348 -3.25414
H -1.29389 -2.98948 -3.12484
C -1.79039 0.21002 -2.33404
C -2.33659 -0.47568 -1.22554
H -2.67979 -0.01808 -0.31624
H -2.43319 -2.62388 -0.73884
H -0.88379 -0.56488 -4.20674
H -1.70059 1.27862 -2.43484
Ru 0.05851 -0.92608 -1.36324
Cl 0.21631 -2.87628 0.17746
C 2.40731 -0.80518 -1.09484
C 2.03311 0.41822 -1.69234
C 1.54561 0.13982 -2.97624
H 2.02401 1.37512 -1.20324
C 1.63511 -1.25858 -3.18634
C 2.17511 -1.83908 -2.03024
H 2.29461 -2.89078 -1.84314
H 2.71371 -0.93868 -0.07334
H 1.12681 0.85922 -3.66074
H 1.29891 -1.79238 -4.05984
C -0.29379 4.41702 0.93336
C -0.21719 3.82382 -0.32634
C -0.12799 2.43292 -0.45164
C -0.11289 1.59932 0.67856
C -0.19539 2.22922 1.95196
C -0.28359 3.61682 2.07206
N -0.02889 0.15922 0.56626
C 0.02661 -0.57498 1.78886
C 1.24401 -0.69068 2.48226
C 1.31051 -1.42008 3.67286
C 0.16191 -2.02878 4.18516
C -1.05629 -1.90568 3.50956
C -1.12749 -1.18008 2.31476
H -0.36259 5.49152 1.02666
H -0.22259 4.44472 -1.21254
H -0.05449 2.02942 -1.43734
H -0.19469 1.66212 2.87226
H -0.34299 4.07122 3.05246
H 2.13971 -0.22328 2.09516
H 2.25291 -1.51488 4.19726
H 0.21611 -2.59458 5.10656
H -1.94449 -2.37598 3.91076
H -2.07349 -1.09448 1.79826
```

Results of the Mulliken charge analysis, in e, for atoms 1 through 2: C -0.39; C -0.57

=====

# C22H20CuN4S5

A structure of composition C22H20CuN4S5 (wB97M-V/def2-TZVPD, OMol25).

Computed properties:
* multiplicity: 2
* Kohn-Sham gap (spin up / spin down): 6.956 / 6.094 eV
* LUMO (spin up / spin down): 0.4 / -1.2 eV
* relative energy (zero: lowest compared OMol25 entry of this formula, charge and spin): 0.6 kcal per mole
* HOMO energy (spin up / spin down): -6.60 / -7.28 eV

Geometry as XYZ:
```
52
C22H20CuN4S5 wB97M-V/def2-TZVPD
Cu 0.43116 0.93050 0.24369
C -0.59918 -1.49536 -2.05211
C 0.79193 -1.81352 -1.48950
C 0.79454 -2.15834 -0.02992
C 0.95683 -3.46638 0.41444
C 0.94598 -3.73150 1.77320
C 0.74892 -2.68360 2.65826
C 0.58231 -1.41368 2.13723
N 0.61959 -1.14844 0.83033
N -1.26999 -0.39310 -1.37399
C -2.30226 -0.78808 -0.44806
C -2.63924 0.27633 0.57606
C -3.92973 0.36421 1.08308
C -4.21237 1.30484 2.05869
C -3.19766 2.14105 2.49257
C -1.94234 1.99831 1.92625
N -1.66394 1.08853 0.99114
C -1.60780 0.71928 -2.22992
C -0.37475 1.48594 -2.65442
C -0.21213 1.93942 -3.95352
C 0.91539 2.68069 -4.27240
C 1.84281 2.94663 -3.28138
C 1.61247 2.45028 -2.00799
N 0.53269 1.72814 -1.70266
H -1.23132 -2.39233 -2.04069
H -0.46562 -1.22746 -3.10394
H 1.43517 -0.94249 -1.63192
H 1.21539 -2.64197 -2.06119
H 1.11178 -4.25925 -0.30544
H 1.09604 -4.73981 2.13671
H 0.74234 -2.83529 3.72848
H 0.43033 -0.55867 2.78557
H -1.94214 -1.66445 0.09797
H -3.23520 -1.09557 -0.95031
H -4.69825 -0.30002 0.70924
H -5.21090 1.38742 2.46771
H -3.36609 2.89254 3.25095
H -1.11316 2.62489 2.23247
H -2.24197 1.40889 -1.66685
H -2.17497 0.41548 -3.12404
H -0.96175 1.71112 -4.70007
H 1.06643 3.04067 -5.28195
H 2.73696 3.51931 -3.48293
H 2.31181 2.61096 -1.19708
S 4.53176 -1.70193 5.14012
C 4.03856 -0.82541 3.84749
S 4.44436 -1.19595 2.21314
C 3.54974 0.08095 1.40302
C 2.78459 0.89138 2.27140
S 1.68158 2.10036 1.85295
S 2.99487 0.54883 3.97211
S 3.64644 0.18567 -0.25194
```

Results of the Mulliken charge analysis, in e, for atoms 1 through 2: Cu -0.09; C -1.41

=====

# C22H20F3N3OS

The molecule C22H20F3N3OS at a distorted geometry (wB97M-V/def2-TZVPD, OMol25).

Computed properties:
* Kohn-Sham gap: 7.967 eV
* LUMO: 0.2 eV
* SMILES: Cc1nc(-c2ccc(C(F)(F)F)cc2)sc1CNc1ccc([C@H]2C[C@@H]2C(N)=O)cc1
* HOMO energy: -7.78 eV

Geometry as XYZ:
```
50
C22H20F3N3OS wB97M-V/def2-TZVPD
C 0.06352 -2.25325 -4.81320
C 0.58937 -2.03338 -3.39792
N 1.34384 -2.99448 -2.83840
C 1.55802 -2.71148 -1.63154
C 2.38695 -3.69633 -0.73334
C 3.56255 -4.23810 -1.31471
C 4.41924 -5.04025 -0.53452
C 4.01205 -5.37619 0.67796
C 4.93123 -6.32595 1.46464
F 6.18616 -5.63673 1.39348
F 5.04708 -7.61189 0.95471
F 4.60822 -6.28736 2.75773
C 2.83819 -4.83403 1.32128
C 2.16359 -3.93026 0.59979
S 1.02289 -1.21321 -0.97190
C 0.25006 -0.96085 -2.53056
C -0.69599 0.21278 -2.86701
N -1.55575 0.24608 -1.67907
C -1.53677 1.18360 -0.69973
C -1.82918 0.90892 0.69991
C -1.82668 2.02047 1.67056
C -1.67497 3.29928 1.20095
C -1.92126 4.44898 2.28308
C -1.79791 5.91594 1.91280
C -3.19633 5.29738 2.16823
C -3.92298 5.94015 3.32686
N -4.71997 5.31481 4.15978
O -3.80627 7.10961 3.64676
C -1.23796 3.66026 -0.09737
C -1.16730 2.54271 -1.00804
H -0.20298 -1.27861 -5.29696
H -0.78902 -2.85221 -4.75701
H 0.79493 -2.68314 -5.51068
H 3.82475 -4.06497 -2.40902
H 5.30461 -5.33855 -1.10071
H 2.54379 -4.98738 2.31083
H 1.35404 -3.41550 1.16691
H -1.13100 -0.06534 -3.71419
H -0.08565 1.21416 -2.96719
H -1.91435 -0.69392 -1.46226
H -2.21521 -0.08689 1.00430
H -2.05845 1.79875 2.68168
H -1.39134 4.16328 3.21852
H -1.49210 6.49250 2.75826
H -1.51046 6.15350 0.83086
H -3.70789 5.18257 1.31312
H -4.79221 5.82105 5.07410
H -4.82234 4.27908 4.11626
H -0.95406 4.65548 -0.42627
H -0.84873 2.74895 -1.95175
```

Results of the Mulliken charge analysis, in e, for atoms 1 through 2: C -1.29; C -0.25